# 1
Density functional theory data (ωB97M-V with the def2-TZVPD basis set) for a 3-piece molecular cluster, C41H54BrN3O9P2 overall.

Computed properties:
- Gap between HOMO and LUMO: 7.38 eV
- E_HOMO: -8.43 eV

Atoms and positions in Å:
C1 3.9304 -5.1101 -0.1498
C2 4.1977 -3.8214 0.5983
O1 3.6498 -3.6181 1.6485
O2 5.0866 -2.9235 0.0792
C3 4.4199 -1.7683 -0.5010
C4 5.4023 -0.5949 -0.4413
C5 5.2287 0.3734 -1.6451
C6 4.0270 1.2891 -1.3121
C7 3.7198 2.3091 -2.4053
C8 2.5936 3.3435 -2.0139
C9 1.9094 2.9736 -0.7011
C10 2.3234 3.6383 0.4473
C11 1.7438 3.2990 1.6752
P1 2.2550 4.2038 3.2081
O3 3.1517 3.0784 4.0122
Br1 3.6641 5.8323 2.4889
C12 0.7659 2.2908 1.7629
C13 0.1979 1.9267 3.1209
C14 0.9583 0.7457 3.8013
C15 -0.0281 0.0040 4.7320
C16 0.6177 -1.2087 5.4331
C17 -0.7208 0.9602 5.7417
C18 0.3442 1.6537 0.5931
C19 0.9116 1.9992 -0.6492
C20 0.4091 1.2962 -1.8665
O4 1.0730 1.0375 -2.8447
C21 -1.0287 0.8418 -1.8519
C22 -1.7433 0.7956 -3.0306
C23 -3.0591 0.3554 -3.0303
P2 -4.0177 0.2667 -4.5965
C24 -5.2846 1.6349 -4.5113
O5 -4.9423 -1.1199 -4.5292
C25 -3.6165 -0.0436 -1.8049
N1 -5.0035 -0.5133 -1.7529
C26 -5.7124 0.4072 -1.3522
O6 -6.3295 1.1648 -0.7270
C27 -2.8950 -0.0276 -0.6067
C28 -3.5178 -0.5315 0.6857
C29 -3.4650 -2.0812 0.7212
O7 -2.1546 -2.6241 0.8749
C30 -1.5679 -3.0210 -0.2861
C31 -0.0813 -2.7275 -0.3784
O8 -2.1334 -3.6018 -1.1715
C32 -1.5696 0.4471 -0.6245
C33 -0.6970 0.5568 0.5981
O9 -0.7745 -0.1846 1.5472
H1 4.8462 -5.7082 -0.2029
H2 3.5873 -4.9362 -1.1752
H3 3.1667 -5.6855 0.3717
H4 4.1237 -2.0254 -1.5266
H5 3.5310 -1.5976 0.1160
H6 5.1336 -0.0227 0.4559
H7 6.4289 -0.9463 -0.3242
H8 6.1340 0.9672 -1.7980
H9 5.0208 -0.2530 -2.5200
H10 4.2804 1.7697 -0.3610
H11 3.1759 0.6086 -1.1920
H12 3.3911 1.8113 -3.3194
H13 4.6234 2.8734 -2.6665
H14 1.8174 3.3205 -2.7830
H15 2.9923 4.3612 -1.9957
H16 3.0946 4.3993 0.4131
H17 3.4912 2.4536 3.3512
H18 0.2006 2.7854 3.8013
H19 -0.8409 1.5958 3.0494
H20 1.3655 0.0531 3.0598
H21 1.7652 1.1082 4.4486
H22 -0.8072 -0.3890 4.0656
H23 0.8212 -0.9791 6.4862
H24 -0.0221 -2.0959 5.4115
H25 1.5757 -1.4926 4.9830
H26 -0.8826 0.4597 6.6989
H27 -0.1597 1.8917 5.8647
H28 -1.7150 1.2211 5.3608
H29 -1.2914 1.0997 -3.9700
H30 -6.2438 1.2219 -4.8427
H31 -5.0185 2.4395 -5.1977
H32 -5.3937 2.0243 -3.4933
H33 -5.5501 -1.0874 -5.2772
H34 -4.5888 -0.3056 0.7189
H35 -3.0798 -0.0803 1.5727
H36 -4.0169 -2.5069 -0.1200
H37 -4.0154 -2.3685 1.6260
H38 0.1082 -1.8965 -1.0643
H39 0.3327 -2.4544 0.5967
H40 0.4517 -3.6014 -0.7599
C34 -2.1564 -6.7273 -0.4473
C35 -3.1782 -7.8469 -0.2905
C36 -3.2644 -8.3780 1.1448
C37 -1.9709 -8.9283 1.5728
N2 -0.9591 -9.3558 1.9072
H41 -1.1471 -7.0740 -0.2161
H42 -2.1477 -6.3583 -1.4720
H43 -2.3904 -5.8883 0.2093
H44 -2.9227 -8.6646 -0.9679
H45 -4.1616 -7.4791 -0.5897
H46 -4.0162 -9.1649 1.2138
H47 -3.5488 -7.5787 1.8310
C38 -0.0962 7.1515 -0.3640
C39 0.3658 7.4406 -1.7883
C40 -0.5651 6.8441 -2.8514
C41 -0.6278 5.3850 -2.7119
N3 -0.6766 4.2467 -2.5743
H48 -0.1046 6.0796 -0.1560
H49 0.5768 7.6169 0.3563
H50 -1.1009 7.5424 -0.1900
H51 1.3752 7.0460 -1.9238
H52 0.4215 8.5204 -1.9369
H53 -0.2029 7.0850 -3.8513
H54 -1.5731 7.2495 -2.7515

Atomic partial charges in e from the Löwdin method, atoms 1 to 2: 0.016 -0.533


# 2
Density functional theory data (ωB97M-V with the def2-TZVPD basis set) for C41H54IKN2O6P3S as an isolated structure.

Computed properties:
- Gap between HOMO and LUMO: 7.79 eV
- E_HOMO: -9.84 eV
- Net charge: +1

Atoms and positions in Å:
K1 -0.0515 0.7096 -0.5531
C1 3.0682 0.6201 -4.7915
C2 2.1911 0.9339 -3.6038
C3 0.7086 0.8918 -3.9064
O1 2.4569 -0.0951 -2.5918
P1 3.0717 0.2333 -1.1821
O2 2.2315 1.0046 -0.2414
C4 3.2845 -1.4302 -0.5245
P2 1.7040 -1.9383 0.2026
O3 0.5730 -1.5006 -0.6423
O4 1.7977 -3.4517 0.5773
C5 1.7632 -4.6101 -0.3273
C6 1.3902 -4.2248 -1.7367
C7 3.1023 -5.2979 -0.2088
O5 1.6275 -1.2400 1.6165
C8 2.6267 -1.4207 2.6569
C9 1.9616 -2.1069 3.8252
C10 3.1722 -0.0473 2.9828
O6 4.4455 0.9105 -1.5282
C11 5.0037 1.9616 -0.6519
C12 4.9795 3.2471 -1.4417
C13 6.3740 1.5024 -0.2222
H1 2.9262 1.3750 -5.5638
H2 2.8133 -0.3526 -5.2111
H3 4.1176 0.6155 -4.5043
H4 2.4627 1.9039 -3.1746
H5 0.4042 -0.1179 -4.1783
H6 0.4813 1.5677 -4.7300
H7 0.1201 1.2272 -3.0524
H8 4.0608 -1.4329 0.2421
H9 3.5752 -2.1137 -1.3251
H10 0.9706 -5.2280 0.1012
H11 2.1367 -3.5738 -2.1998
H12 0.4229 -3.7357 -1.7878
H13 1.3513 -5.1409 -2.3283
H14 3.9000 -4.6599 -0.5893
H15 3.1028 -6.2166 -0.7937
H16 3.3222 -5.5499 0.8259
H17 3.4197 -2.0640 2.2622
H18 1.1792 -1.4702 4.2389
H19 2.6930 -2.2966 4.6098
H20 1.5264 -3.0577 3.5252
H21 2.3815 0.5736 3.4049
H22 3.5431 0.4509 2.0893
H23 3.9788 -0.1239 3.7115
H24 4.3227 2.0578 0.1940
H25 5.5448 3.1337 -2.3671
H26 5.4321 4.0500 -0.8603
H27 3.9547 3.5382 -1.6640
H28 7.0432 1.4077 -1.0763
H29 6.3320 0.5409 0.2886
H30 6.8031 2.2324 0.4644
I1 -3.2556 2.8003 0.3809
C14 -5.0525 2.4220 -0.6311
C15 -5.7603 3.5802 -0.8250
C16 -7.0373 3.5736 -1.4122
C17 -7.5869 2.3814 -1.7537
C18 -6.8800 1.1695 -1.5665
C19 -7.5466 -0.0280 -1.9347
C20 -6.9411 -1.2313 -1.7907
C21 -5.6177 -1.2674 -1.3144
C22 -4.9079 -0.1477 -0.9656
P3 -3.1247 -0.4274 -0.5733
C23 -2.8217 -2.0704 -1.3268
C24 -2.9305 -3.2825 -0.6507
C25 -2.7061 -4.4820 -1.3109
C26 -2.3768 -4.4838 -2.6584
C27 -2.2552 -3.2798 -3.3395
C28 -2.4671 -2.0841 -2.6733
C29 -3.1468 -0.8207 1.2132
C30 -1.9834 -1.3224 1.7955
C31 -1.9203 -1.5611 3.1577
C32 -3.0189 -1.2899 3.9651
C33 -4.1770 -0.7842 3.3948
C34 -4.2411 -0.5540 2.0280
C35 -5.5571 1.1417 -1.0357
H31 -5.3371 4.5212 -0.5056
H32 -7.5683 4.5014 -1.5640
H33 -8.5801 2.3293 -2.1791
H34 -8.5508 0.0493 -2.3291
H35 -7.4431 -2.1495 -2.0573
H36 -5.1382 -2.2353 -1.2549
H37 -3.2045 -3.2943 0.3964
H38 -2.8050 -5.4159 -0.7731
H39 -2.2124 -5.4185 -3.1760
H40 -1.9957 -3.2730 -4.3891
H41 -2.3646 -1.1498 -3.2154
H42 -1.1220 -1.5571 1.1774
H43 -1.0149 -1.9707 3.5834
H44 -2.9737 -1.4808 5.0274
H45 -5.0398 -0.5756 4.0125
H46 -5.1560 -0.1674 1.5959
C36 -0.9486 4.0637 3.9531
C37 0.2761 3.9661 3.1088
C38 1.5607 3.8845 3.5571
C39 2.5874 3.8573 2.5855
N1 2.3774 3.8462 1.2880
C40 1.1009 3.8779 0.8313
S1 0.6287 3.8372 -0.7761
N2 0.0985 3.9759 1.7709
C41 4.0197 3.8836 3.0276
H47 -0.7047 3.8891 4.9978
H48 -1.6948 3.3328 3.6408
H49 -1.3900 5.0564 3.8606
H50 1.7778 3.8760 4.6119
H51 -0.8341 4.0754 1.3827
H52 4.1316 3.6127 4.0750
H53 4.4123 4.8925 2.8914
H54 4.6161 3.2159 2.4125

Atomic partial charges in e from the Löwdin method, atoms 1 to 2: 0.561 -0.028


# 3
Density functional theory data (ωB97M-V with the def2-TZVPD basis set) for C41H55Br48FN3O3S as an isolated structure.

Computed properties:
- Gap between HOMO and LUMO: 5.90 eV
- E_HOMO: -10.04 eV
- Net charge: +1

Atoms and positions in Å:
C1 -2.0958 -0.7675 2.7221
C2 -2.6231 -0.0718 1.5443
C3 -2.6663 -0.7671 0.1121
C4 -1.3469 -0.4494 -0.7923
O1 -0.2813 -0.6598 0.1860
C5 0.4386 0.5163 0.4283
N1 0.9313 1.5818 0.6840
C6 -1.4035 0.8997 -1.6430
N2 -2.6833 1.1525 -2.4365
C7 -3.2824 2.2793 -1.9934
C8 -3.4235 3.5318 -3.0052
C9 -3.8703 2.4197 -0.4904
N3 -0.4325 0.6445 -2.7566
C10 -0.2545 -0.6762 -2.9274
C11 0.7830 -0.9662 -4.1065
C12 0.8840 -2.4844 -4.5861
F1 2.1122 -0.4444 -3.8293
C13 -1.0564 -1.6115 -1.9092
C14 -0.3899 -2.9434 -1.3166
C15 1.2137 -2.9884 -1.3174
C16 1.6797 -3.2122 0.2365
C17 2.9869 -2.2959 0.5842
C18 4.3406 -3.1700 0.5039
C19 5.5243 -2.1905 0.0025
O2 5.4381 -0.8763 0.6598
C20 5.6784 0.1462 -0.3012
O3 6.8593 0.5414 -0.4603
C21 4.5422 0.8440 -1.1845
C22 4.1822 2.1883 -0.8714
C23 -2.4934 -2.1413 -2.4267
S1 -2.4474 -3.0096 -4.0639
C24 -3.5703 -2.0440 -5.1920
C25 -2.7376 -0.9742 -6.1000
H1 -1.0207 -0.5151 3.0606
H2 -2.6637 -1.5748 3.2929
H3 -3.0387 0.9803 1.7481
H4 -3.6228 -0.5369 -0.4910
H5 -2.7120 -1.9082 0.3064
H6 -1.2673 1.9097 -1.1350
H7 -3.5649 3.1900 -4.0947
H8 -2.4846 4.2017 -2.9858
H9 -4.3258 4.1866 -2.7524
H10 -2.9448 2.5809 0.1917
H11 -4.5323 3.3377 -0.3641
H12 -4.3756 1.4648 -0.1169
H13 -0.0057 1.4289 -3.2675
H14 0.4125 -0.3585 -5.0197
H15 0.4694 -2.5891 -5.6538
H16 1.9870 -2.7993 -4.6431
H17 0.3614 -3.2412 -3.9188
H18 -0.7447 -3.8539 -1.9379
H19 -0.8558 -3.1114 -0.2720
H20 1.7332 -2.0297 -1.6479
H21 1.5889 -3.9304 -1.8669
H22 0.8755 -2.8748 0.9833
H23 1.9116 -4.3051 0.4638
H24 3.0165 -1.3514 -0.0665
H25 2.8718 -1.9354 1.6769
H26 4.5793 -3.6599 1.5190
H27 4.1326 -4.0321 -0.2230
H28 5.3971 -1.9798 -1.1211
H29 6.5363 -2.6553 0.2709
H30 4.0256 0.3392 -2.0790
H31 4.4629 2.6877 0.1196
H32 3.5953 2.8161 -1.6310
H33 -2.8573 -2.9020 -1.6378
H34 -3.3003 -1.3385 -2.4891
H35 -4.2838 -1.4390 -4.5364
H36 -4.0957 -2.7378 -5.9311
H37 -1.7304 -1.3966 -6.4446
H38 -3.4123 -0.7694 -7.0132
H39 -2.6313 0.0339 -5.5537
C26 -7.4570 0.5415 0.3883
Br1 -8.4366 -1.1228 0.2227
Br2 -5.7270 0.2813 1.2308
Br3 -7.3013 1.4612 -1.3134
H40 -8.0358 1.1880 1.0463
C27 -2.2263 2.9658 4.5546
Br4 -4.0249 2.7586 3.8554
Br5 -0.8896 2.3461 3.2935
Br6 -1.8835 4.7838 5.1340
H41 -2.1522 2.3306 5.4362
C28 0.5261 -7.8179 0.7353
Br7 0.6263 -6.7530 -0.8825
Br8 2.1188 -8.8940 0.9894
Br9 0.1399 -6.7219 2.2877
H42 -0.3084 -8.5068 0.6146
C29 -1.7840 7.7709 8.5404
Br10 -0.7038 6.1715 8.7332
Br11 -2.2380 8.1184 6.6868
Br12 -3.3657 7.7094 9.6582
H43 -1.1782 8.6078 8.8838
C30 3.1303 -6.9046 4.8799
Br13 4.7403 -7.8239 5.4476
Br14 2.1154 -6.2240 6.3864
Br15 3.5164 -5.5134 3.5841
H44 2.5020 -7.6407 4.3804
C31 5.8993 -4.9568 8.7240
Br16 6.9470 -6.5818 8.8787
Br17 5.4005 -4.5936 6.8862
Br18 4.3555 -4.9782 9.8983
H45 6.5356 -4.1351 9.0493
C32 -7.9206 3.4378 5.3907
Br19 -6.8988 5.0853 5.3451
Br20 -8.1154 2.6608 3.6224
Br21 -7.1838 2.1688 6.6576
H46 -8.9204 3.6922 5.7388
C33 0.3074 5.3491 1.0773
Br22 0.7586 7.1090 1.7537
Br23 -1.3270 5.3746 0.0298
Br24 1.7788 4.5535 0.0959
H47 0.1207 4.7132 1.9420
C34 -0.0554 0.7778 -9.0427
Br25 -1.4069 -0.5420 -9.4785
Br26 -0.6934 2.5861 -9.3378
Br27 0.6356 0.5395 -7.2429
H48 0.7772 0.6181 -9.7260
C35 9.3406 -4.0240 -1.5820
Br28 8.0681 -5.0734 -2.6043
Br29 8.6667 -2.2457 -1.2025
Br30 9.9007 -4.9417 0.0321
H49 10.2263 -3.9037 -2.2036
C36 2.0917 -6.0061 -5.5368
Br31 3.1326 -7.6359 -5.4032
Br32 1.6065 -5.6064 -7.3715
Br33 0.5384 -6.0460 -4.3743
H50 2.7276 -5.1927 -5.1910
C37 -6.4382 4.0631 10.3181
Br34 -8.1291 4.8987 9.8652
Br35 -6.5910 2.1318 10.4160
Br36 -5.0210 4.6125 9.1147
H51 -6.1669 4.4119 11.3131
C38 4.0609 9.3812 0.8557
Br37 5.6873 8.5047 1.4451
Br38 3.0132 10.0366 2.3509
Br39 4.4230 10.7798 -0.4379
H52 3.4580 8.6279 0.3506
C39 0.8279 5.4778 -6.9270
Br40 2.7501 5.3852 -7.1614
Br41 0.1432 3.9293 -5.9792
Br42 0.2816 7.1370 -6.0853
H53 0.3842 5.4633 -7.9214
C40 -6.6142 0.2694 -7.2636
Br43 -5.7754 1.3479 -8.6395
Br44 -6.4010 -1.6280 -7.6050
Br45 -5.9979 0.7597 -5.4895
H54 -7.6817 0.4805 -7.2991
C41 6.5881 -0.4268 7.3087
Br46 7.9122 -1.5054 8.2309
Br47 6.5323 -0.8182 5.4090
Br48 4.8369 -0.5792 8.1288
H55 6.8982 0.6118 7.4102

Atomic partial charges in e from the Löwdin method, atoms 1 to 2: -0.002 -0.248


LUMO level / Eh: -0.03858; -0.07515; -0.15208